(1)
A single C5H4N2 molecule, computed with ωB97M-V/def2-TZVPD.

Positions of all 11 atoms, in Å:
N 1.479 0.384 -0.230
C -2.050 -0.447 -0.658
C 0.720 1.320 0.484
C -0.547 1.085 0.872
N 1.107 -0.896 -0.181
C -0.133 -1.114 0.102
H -0.447 -2.114 0.356
C -1.170 0.042 0.101
H 1.260 2.226 0.747
H 2.484 0.498 -0.274
H -2.703 -0.984 -1.318

Output
E_LUMO (alpha / beta) in eV: -1.03 / -0.40
2S+1: 1
Strongest force on any atom in eV/Å: 0.7

(2)
A molecular structure, C20H34AsBeN2O6 at a distorted geometry, computed with ωB97M-V/def2-TZVPD.

Positions of all 64 atoms, in Å:
H -8.806 -1.261 9.051
Be -13.109 -3.481 8.366
H -17.925 -3.449 6.739
N -8.997 -2.272 7.229
As -14.097 -5.757 6.642
H -15.478 2.312 8.593
C -8.972 -3.599 7.926
H -10.664 -4.890 8.446
H -17.470 -0.360 11.366
O -13.269 -4.922 7.842
C -13.449 -7.567 6.619
C -17.281 -2.123 4.692
H -13.128 -5.580 4.264
H -15.260 -4.485 12.261
C -9.961 -2.451 6.054
H -16.392 -2.573 11.890
H -17.199 2.639 8.096
H -13.522 -4.859 12.231
H -9.398 -0.163 7.796
H -18.508 -2.012 7.725
C -10.941 -1.561 8.570
C -16.099 -1.977 11.031
H -14.899 -5.124 4.212
C -16.026 -5.597 7.002
C -13.944 -5.024 4.778
H -11.602 -0.794 8.150
H -8.121 -3.622 8.652
O -17.072 1.087 9.394
H -16.218 -5.361 8.076
H -8.729 -4.387 7.193
H -14.304 -8.222 6.761
H -13.634 -3.962 4.739
O -14.215 -2.431 7.936
O -17.636 -1.592 5.872
H -11.345 -4.068 6.295
C -16.384 -0.108 9.551
H -16.510 -6.553 6.733
C -14.078 -3.447 10.727
H -10.208 -3.851 9.709
H -14.073 -3.332 12.907
C -14.268 -4.068 12.078
O -13.012 -3.694 10.073
C -11.218 -2.996 6.531
H -12.036 -2.429 6.054
C -10.331 -3.857 8.638
N -11.350 -2.931 8.081
C -15.005 -1.893 8.837
H -16.661 3.061 9.708
H -12.714 -7.687 7.410
H -8.084 -2.030 6.856
C -9.511 -1.203 8.205
H -12.965 -7.776 5.652
O -16.267 -2.129 4.092
C -16.556 2.353 8.912
C -15.046 -2.445 10.200
H -16.420 -4.886 6.314
H -10.016 -1.573 5.407
C -15.707 -0.739 8.485
H -11.107 -1.541 9.642
C -16.736 -0.800 10.697
H -9.517 -3.156 5.397
H -15.576 -0.306 7.489
C -18.445 -2.481 6.733
H -19.472 -2.629 6.308

Output
E_LUMO (alpha / beta) in eV: -3.25 / -3.25
Total charge: +1
2S+1: 1
Strongest force on any atom in eV/Å: 4.4

(3)
3 unconnected molecules or ions with the total composition H4OS2 at a distorted geometry, computed with ωB97M-V/def2-TZVPD.

Positions of all 7 atoms, in Å:
S 1.832 -0.107 0.187
H -0.392 -0.615 1.276
H 2.920 -0.319 -0.548
O -0.609 0.220 1.703
S -1.552 0.015 -1.007
H -1.717 -0.157 -2.302
H -0.168 0.852 1.095

Output
E_LUMO (alpha / beta) in eV: -11.14 / -10.85
Total charge: +1
2S+1: 2
Strongest force on any atom in eV/Å: 2.0

(4)
13 unconnected molecules or ions with the total composition C24H58N10O28S3 at a distorted geometry, computed with ωB97M-V/def2-TZVPD.

Positions of all 123 atoms, in Å:
H 0.994 4.753 3.356
O 0.313 -0.433 -0.603
H 1.235 0.439 1.662
N 0.397 2.345 5.758
H -7.253 -3.029 -2.850
H -2.227 -0.608 6.070
H -2.875 0.272 0.632
O 0.896 0.344 -7.978
O 6.986 -0.696 -0.826
H -7.183 -5.082 -1.234
H -3.161 -1.696 -1.781
O -4.082 0.241 5.640
H -1.207 -0.962 3.249
N 1.030 4.561 1.278
C 0.185 1.623 4.484
H -3.337 -0.510 2.205
H 5.724 3.794 -0.501
H 4.443 4.574 0.645
C -3.840 1.241 -1.622
O -1.440 2.237 -2.608
C 1.805 -0.261 1.052
C 1.796 -0.244 -4.777
H 2.511 2.856 5.377
C -3.869 -0.855 3.092
O 0.776 3.367 1.074
N -2.627 1.635 -0.840
H -0.572 4.628 2.732
C 0.386 5.104 2.522
N 2.010 -5.557 -0.441
C -6.408 -4.324 -1.345
H 4.785 -1.407 0.576
H 0.480 2.275 3.662
O 6.839 -2.824 -0.937
H 3.640 4.413 -5.298
H -5.542 -4.568 -1.962
H -0.221 0.377 -3.940
H 1.829 -3.592 2.799
C 0.275 0.259 -4.903
H 2.365 0.682 -4.697
H 2.261 -0.484 -1.160
H -3.592 1.409 -2.670
O -3.605 -3.623 -4.126
H -4.113 0.195 -1.483
O 4.036 2.566 1.707
N 2.030 3.826 -4.322
H 0.699 0.667 4.587
H 0.476 6.190 2.488
H -3.020 -3.468 -1.663
H 3.876 3.857 -0.819
S -5.548 -2.454 0.174
O 2.119 -0.868 -6.045
O 1.268 -2.321 4.991
O -0.104 -0.737 -5.916
N -2.960 -1.045 4.187
O -5.901 -4.072 -0.105
H 1.202 5.497 -5.052
H -0.756 2.447 -0.758
H 0.554 3.386 -2.932
H 1.813 -0.929 -3.929
C 1.094 4.420 -5.177
C -3.097 -0.448 5.414
H 2.123 1.773 6.814
N 4.433 2.565 0.542
C 1.630 0.055 -0.454
C 1.802 2.583 6.159
H -4.846 -0.420 3.304
H 0.276 -4.917 0.564
O -1.187 -2.124 0.656
S 0.117 -1.893 0.044
H -1.114 -2.067 4.553
H -0.340 3.142 7.576
C -1.535 2.073 -1.441
C 0.757 -5.857 0.296
C -2.703 -2.584 -2.216
C -1.779 -1.741 3.753
O 2.709 -4.586 -0.165
H 1.683 3.565 6.616
H 4.368 -2.365 -0.943
H 4.054 3.870 -3.733
H 2.824 -0.172 1.429
S 0.866 -0.846 -7.223
O -4.160 -2.114 0.397
H 0.083 4.117 -4.905
O 1.744 5.358 0.676
H 0.874 -6.384 1.243
H 3.066 -3.957 4.013
H 0.011 -6.293 -0.368
H -7.842 -2.728 -1.228
O 2.702 -1.007 4.013
O 2.332 -6.220 -1.400
C -2.532 1.304 0.555
H 1.775 1.127 -0.586
N -2.987 -2.682 -3.679
O -2.517 -1.793 -4.354
O -1.704 2.168 6.498
C -6.949 -2.971 -1.805
C 2.658 -3.176 3.370
H -4.270 -1.847 2.885
N 6.383 -1.727 -0.890
O 4.664 1.559 -0.096
C 4.706 3.836 -0.113
C 4.957 -1.569 -0.488
H 4.687 -0.612 -0.933
C 3.445 3.601 -4.597
O 0.855 -2.140 -7.838
H -3.244 1.975 1.036
O 1.287 -1.554 1.155
O -5.869 -2.051 -1.363
H 1.305 4.156 -6.213
C -0.566 2.536 6.685
C 1.629 3.280 -3.143
H 3.547 2.545 -4.847
H -4.778 1.795 -1.599
H 0.175 1.204 -5.436
N 2.107 -2.032 4.126
H -0.894 1.490 4.414
O 0.508 -3.004 -0.816
H -1.596 1.539 1.061
O 2.446 2.692 -2.347
H -1.944 -2.538 3.027
O -6.576 -1.949 0.997
H 3.398 -2.859 2.635
H -1.639 -2.516 -1.989

Output
E_LUMO (alpha / beta) in eV: -2.87 / -7.66
Total charge: +1
2S+1: 2
Strongest force on any atom in eV/Å: 5.6

(5)
A molecular structure, C25H53BBrCl2N4NbO8PS at a distorted geometry, computed with ωB97M-V/def2-TZVPD.

Positions of all 97 atoms, in Å:
C 0.535 2.293 6.432
C -4.145 3.513 6.751
C -1.120 -2.802 -9.343
H -0.459 6.589 3.767
H -2.538 4.702 6.054
C -3.630 1.233 4.425
C -3.527 2.164 6.572
H 3.815 -5.630 -5.732
H -4.225 5.416 5.859
P 1.901 -3.604 2.392
H -2.028 -1.516 4.079
H 0.654 -3.633 -7.275
H -4.007 -0.810 4.817
C 2.767 2.937 5.487
H -4.510 -0.313 3.186
H -1.365 8.620 6.767
O -2.491 1.769 7.046
H -2.275 -0.921 -11.612
C 4.000 -4.656 -0.550
H 1.237 -4.131 -0.446
C 3.064 -5.638 -6.519
N -0.209 8.146 5.148
C 0.805 4.221 4.963
C -2.407 -1.342 1.979
O -0.332 -1.479 -2.561
H 3.333 3.799 5.845
S 2.032 -2.166 3.768
H -1.629 0.048 3.427
H -5.055 3.570 7.340
H 3.728 -4.982 0.453
H 1.285 -4.986 -8.224
H -0.498 -1.956 -9.004
C -2.385 -0.741 3.396
H -2.055 -0.580 1.280
H -0.840 -1.703 -12.299
H 4.876 -5.222 -0.862
H 3.787 -3.526 -5.269
O 2.630 -2.104 -6.149
C -1.349 -1.446 -11.367
C -0.108 7.616 3.796
H -1.273 -3.844 0.125
H -1.908 -4.620 -11.193
H 3.517 -6.029 -7.434
C 3.410 -2.203 -0.396
H 0.932 7.636 3.488
O -1.321 -3.780 -8.651
H -1.182 0.108 -3.514
Nb 1.159 -2.444 0.144
H -0.504 2.608 6.413
C -2.458 -3.680 -11.139
H 0.161 0.526 -2.425
C 1.546 -4.053 -7.732
H 2.253 -6.306 -6.221
H -2.585 1.525 4.517
O 1.425 5.007 4.265
H 1.923 -3.341 -8.470
H 0.887 2.309 7.466
C -0.993 -2.839 0.450
H -3.334 -3.842 -10.510
C 0.999 8.590 5.808
H 3.029 2.058 6.070
N 1.340 3.180 5.614
H 1.710 7.766 5.892
C -3.608 4.591 6.190
H 1.067 -4.631 2.882
H -2.777 -3.389 -12.137
H 3.174 -4.194 2.299
C -3.733 -0.215 3.946
H -0.595 -2.278 2.561
N -1.621 -2.631 -10.585
C 4.301 -3.180 -0.598
Cl 5.986 -2.858 -1.003
Cl 3.992 -0.561 -0.606
H -1.502 -2.161 -0.248
O -4.267 1.391 5.729
C -1.431 -2.525 1.897
H 3.189 -4.887 -1.240
H -0.710 -0.774 -10.797
H -0.714 8.209 3.110
H 1.470 9.399 5.245
H 0.477 -0.212 -4.024
H -4.154 1.910 3.748
C -1.411 8.204 5.745
N 2.568 -4.296 -6.726
H 0.597 1.271 6.055
C 3.021 -3.251 -6.011
B 0.814 -2.143 -2.156
O -2.460 7.844 5.240
H -1.955 -3.400 2.297
C -0.198 -0.198 -3.161
H -3.424 -1.663 1.738
O 1.734 -2.578 -3.079
H 3.033 2.769 4.444
H 0.758 8.953 6.807
H -0.284 4.312 5.122
H 1.876 -1.960 -3.813
Br 0.791 0.046 0.742

Output
E_LUMO in eV: 1.81
Total charge: -1
2S+1: 1
Strongest force on any atom in eV/Å: 3.0

(6)
A gas-phase ion, C5H11N2O (charge +1) at a distorted geometry, computed with ωB97M-V/def2-TZVPD.

Positions of all 19 atoms, in Å:
C 0.161 1.765 0.110
C -1.263 -0.842 -0.057
H 0.712 2.730 -0.330
H 2.251 -2.171 0.075
H -1.435 1.367 -1.359
C -1.298 1.561 -0.319
H 0.056 1.819 1.195
H -2.706 0.409 0.932
H -1.124 -2.789 0.453
H 0.994 0.455 -1.478
C 2.615 -1.065 -0.162
H 2.718 -1.087 -1.207
C 1.010 0.626 -0.410
H 3.593 -1.068 0.421
O 1.752 -0.071 0.319
N -1.829 0.329 0.319
H -2.537 -2.373 1.102
N -1.759 -1.984 0.443
H -1.912 2.388 -0.048

Output
E_LUMO in eV: -4.48
Total charge: +1
2S+1: 1
Strongest force on any atom in eV/Å: 4.8

(7)
A gas-phase ion, C2HN6O (charge +1) at a distorted geometry, computed with ωB97M-V/def2-TZVPD.

Positions of all 10 atoms, in Å:
N 0.529 1.924 -1.083
N 0.702 2.447 -2.094
N -0.142 1.079 1.006
N 0.020 -2.538 -0.603
C 0.163 1.023 -0.262
O 0.156 -2.982 -1.684
C -0.176 -1.555 0.069
N -0.511 -0.050 1.747
N -0.464 -1.148 1.226
H -0.278 1.799 1.677

Output
E_LUMO (alpha / beta) in eV: -8.11 / -8.11
Total charge: +1
2S+1: 1
Strongest force on any atom in eV/Å: 6.7

(8)
A gas-phase ion, C30H46F4IN2O6S (charge +1) at a distorted geometry, computed with ωB97M-V/def2-TZVPD.

Positions of all 90 atoms, in Å:
F -4.639 3.716 -0.468
H 1.907 -1.478 3.204
H 2.816 -5.697 -0.235
F -3.485 -2.220 -4.924
H 1.079 0.750 -4.062
H -1.399 1.502 -1.384
H 0.897 1.224 -2.344
C -3.588 3.778 -1.333
H -0.001 2.710 -0.212
H 5.276 6.219 2.718
O -4.447 0.896 -1.521
H 1.667 4.547 0.586
C 0.753 0.351 -3.054
H 1.639 -1.190 -1.660
O -3.534 -2.333 -1.403
H 2.147 -1.357 0.324
H -3.249 -2.846 1.031
C -1.978 -0.704 3.508
H 4.749 4.564 3.258
H -2.369 2.838 -2.690
F -3.668 -0.049 -4.318
H -1.805 0.376 3.746
C -1.801 0.678 0.370
H 4.912 4.964 1.464
C 0.268 3.428 1.942
S -2.659 -1.780 -2.433
H 2.745 3.859 3.038
C -0.603 3.059 0.671
C 0.468 -0.470 1.406
H -0.469 3.810 2.716
H 0.278 0.622 -0.397
H -0.995 -0.669 -4.034
H 0.063 -1.445 1.816
H -1.085 4.032 0.350
C -3.371 1.389 -1.580
I 2.931 1.332 0.695
H -2.747 2.626 1.041
F -5.029 -1.582 -3.537
H 0.257 0.286 2.221
H 0.777 2.541 2.398
H 1.006 -3.214 -1.665
H 0.455 -2.196 -4.162
C -3.725 -1.350 -3.901
C 1.475 -3.441 -2.668
C 2.705 -4.620 0.066
C 2.681 -1.183 2.447
C 1.443 -2.161 -3.634
H 0.589 5.572 1.605
H -1.088 -1.441 5.446
H 4.592 -3.976 -0.967
C -0.414 -0.078 0.178
H 3.322 -2.070 2.203
C -2.589 -1.071 2.212
C 3.488 -3.724 -0.962
H 1.733 5.230 3.667
N -3.273 2.709 -2.232
H -1.406 -3.978 4.934
C 4.603 5.357 2.479
C -1.769 2.084 1.130
C 2.981 -3.910 -2.471
C -2.777 -2.526 1.989
H 1.631 -4.328 0.214
O -0.757 -1.063 -0.833
C -1.521 -0.429 -1.859
H -1.287 1.014 -3.493
H 0.846 -4.253 -3.122
O 3.258 5.856 2.418
C 1.231 4.639 1.619
H 3.431 -2.617 -0.761
H 3.030 -5.013 -2.669
H -3.723 -0.588 0.425
C -2.379 -3.554 2.945
C -3.003 -0.059 1.103
O -2.933 4.772 -1.341
H 2.241 -2.291 -4.416
H -3.612 0.742 1.619
H 2.741 -0.540 -2.918
C 2.012 -0.582 1.119
H -1.617 1.877 2.225
H 3.202 -4.490 1.074
C 2.295 4.850 2.759
H 3.329 -0.399 2.924
O -1.788 -2.880 -2.865
C -1.735 -3.178 4.229
H 3.683 -3.340 -3.135
C 1.681 -0.878 -2.738
H -2.541 -4.629 2.692
C -1.573 -1.744 4.479
C -0.788 0.040 -3.182
N -2.099 0.776 -1.117

Output
E_LUMO in eV: -4.08
Total charge: +1
2S+1: 1
Strongest force on any atom in eV/Å: 6.9